1.
Below is a 3-piece molecular cluster, C2H4ClFO2 overall, with properties calculated with ωB97M-V with the def2-TZVPD basis set.

Its LUMO energy is 0.6 eV. For the gap between HOMO and LUMO, the calculation gives 10.98 eV. The energy above the lowest of the compared OMol25 structures with the same formula, charge and spin comes out at 1.190 eV. The HOMO energy comes out at -0.382 hartree. As for the total energy: -21472.468 eV.

Last column: Löwdin charge in e.
Cartesian coordinates (Å):
O: 0.76 1.08 0.55  -0.057
C: 1.36 0.62 -0.37  -0.740
Cl: 2.63 -0.51 -0.17  0.694
H: 1.13 0.83 -1.48  0.126
C: -1.00 -1.59 0.52  -0.134
O: -0.28 -1.63 -0.42  -0.018
H: -1.65 -2.41 0.67  0.065
H: -1.13 -0.66 1.18  0.105
F: -1.23 2.05 -0.62  -0.164
H: -0.58 2.23 0.13  0.122

2.
Below is an isolated molecule of C2H4ClFO2, with properties calculated with ωB97M-V with the def2-TZVPD basis set.

Its LUMO energy is 0.4 eV. For the gap between HOMO and LUMO, the calculation gives 10.91 eV. The energy above the lowest of the compared OMol25 structures with the same formula, charge and spin comes out at 0.900 eV. The HOMO energy comes out at -0.385 hartree. As for the total energy: -21472.759 eV.

Last column: Löwdin charge in e.
Cartesian coordinates (Å):
C: 0.48 0.05 -0.47  -0.126
O: -0.79 -0.15 -0.99  -0.153
C: -1.96 -0.36 -0.03  -0.935
O: -1.62 -0.72 1.15  0.046
F: -2.65 -1.37 -0.64  0.060
Cl: -2.99 1.16 0.07  0.663
H: 1.19 -0.59 -1.15  0.129
H: 0.48 -0.22 0.58  0.074
H: 0.79 1.09 -0.59  0.081
H: -1.46 0.09 1.75  0.162

3.
Below is C2H4ClI as an isolated structure, with properties calculated with ωB97M-V with the def2-TZVPD basis set.

Its LUMO energy is 0.3 eV. For the gap between HOMO and LUMO, the calculation gives 9.97 eV. The energy above the lowest of the compared OMol25 structures with the same formula, charge and spin comes out at 0.699 eV. The HOMO energy comes out at -0.353 hartree. As for the total energy: -22761.031 eV.

Last column: Löwdin charge in e.
Cartesian coordinates (Å):
C: -0.87 0.33 -0.39  -0.162
C: 0.57 -0.22 0.39  -1.228
Cl: 0.64 -1.93 -0.10  0.435
I: 2.45 0.63 -0.04  0.737
H: -0.70 0.36 -1.50  0.072
H: -1.00 1.39 0.04  0.070
H: -1.68 -0.26 0.10  0.060
H: 0.58 -0.30 1.51  0.017

4.
Below is a 2-piece molecular cluster, C2H4ClN overall, with properties calculated with ωB97M-V with the def2-TZVPD basis set.

Its LUMO energy is 0.8 eV. For the gap between HOMO and LUMO, the calculation gives 9.92 eV. The energy above the lowest of the compared OMol25 structures with the same formula, charge and spin comes out at 1.602 eV. The HOMO energy comes out at -0.334 hartree. As for the total energy: -16149.476 eV.

Last column: Löwdin charge in e.
Cartesian coordinates (Å):
C: -0.85 -0.12 -0.86  -0.038
C: -1.19 -0.26 0.31  -0.313
N: -1.45 -0.33 1.50  0.168
H: -1.20 0.58 -1.60  0.059
H: -0.22 -0.87 -1.42  0.087
H: -2.13 -0.83 1.97  0.039
Cl: 3.50 1.08 0.68  0.228
H: 3.54 0.75 -0.58  -0.230

5.
Below is an isolated molecule of C2H4ClN, with properties calculated with ωB97M-V with the def2-TZVPD basis set.

Its LUMO energy is 0.9 eV. For the gap between HOMO and LUMO, the calculation gives 11.21 eV. The energy above the lowest of the compared OMol25 structures with the same formula, charge and spin comes out at 0.551 eV. The HOMO energy comes out at -0.380 hartree. As for the total energy: -16150.527 eV.

Last column: Löwdin charge in e.
Cartesian coordinates (Å):
H: -1.43 -0.91 1.84  0.052
N: -0.71 -1.07 1.10  0.047
C: -0.27 -0.01 0.37  -0.810
C: 0.70 0.11 -0.73  -0.158
Cl: -0.95 1.59 0.62  0.613
H: 1.10 1.10 -0.95  0.064
H: 0.02 -0.21 -1.57  0.105
H: 1.53 -0.61 -0.67  0.087

6.
Below is C2H4ClN as an isolated structure, with properties calculated with ωB97M-V with the def2-TZVPD basis set.

Its LUMO energy (alpha / beta) is 0.1 / 0.1 eV. For the gap between HOMO and LUMO (alpha / beta), the calculation gives 8.67 / 8.67 eV. The energy above the lowest of the compared OMol25 structures with the same formula, charge and spin comes out at 3.525 eV. The HOMO energy (alpha / beta) comes out at -0.315 / -0.315 hartree. As for the total energy: -16147.552 eV.

Last column: Löwdin charge in e.
Cartesian coordinates (Å):
C: -0.58 0.35 0.52  -0.578
C: 0.96 -1.55 0.34  0.004
N: 0.03 -0.70 0.51  -0.121
Cl: -2.25 0.48 0.03  0.522
H: -0.28 2.36 -0.86  -0.006
H: 1.32 -2.22 1.12  0.077
H: -0.79 2.91 -1.14  0.036
H: 1.59 -1.63 -0.52  0.065

7.
Below is an isolated molecule of C2H4ClNO, with properties calculated with ωB97M-V with the def2-TZVPD basis set.

Its LUMO energy is 0.4 eV. For the gap between HOMO and LUMO, the calculation gives 10.45 eV. The energy above the lowest of the compared OMol25 structures with the same formula, charge and spin comes out at 1.847 eV. The HOMO energy comes out at -0.369 hartree. As for the total energy: -18197.241 eV.

Last column: Löwdin charge in e.
Cartesian coordinates (Å):
N: -0.73 -1.21 0.27  0.164
C: -0.18 -0.14 0.61  -0.644
O: -0.51 0.48 1.70  -0.035
C: 0.69 0.71 -0.27  -0.387
Cl: 0.87 0.45 -2.19  0.370
H: -0.77 -1.52 -0.64  0.060
H: -1.82 -1.42 0.75  0.262
H: 1.82 0.79 0.05  0.107
H: 0.62 1.87 -0.26  0.102

8.
Below is a 2-piece molecular cluster, C2H4ClNO overall, with properties calculated with ωB97M-V with the def2-TZVPD basis set.

Its LUMO energy is -1.1 eV. For the gap between HOMO and LUMO, the calculation gives 8.87 eV. The energy above the lowest of the compared OMol25 structures with the same formula, charge and spin comes out at 4.256 eV. The HOMO energy comes out at -0.365 hartree. As for the total energy: -18194.832 eV.

Last column: Löwdin charge in e.
Cartesian coordinates (Å):
O: 0.97 0.06 -1.46  -0.072
N: 1.30 -1.02 -1.77  -0.329
Cl: 1.54 -2.18 -0.38  0.420
C: -0.98 0.36 0.08  -0.123
C: -0.26 0.64 1.12  -0.083
H: -1.48 -0.48 -0.25  0.036
H: -1.12 1.10 -0.66  0.039
H: -0.12 -0.08 1.89  0.035
H: 0.16 1.62 1.43  0.077

9.
Below is an isolated molecule of C2H4ClNS, with properties calculated with ωB97M-V with the def2-TZVPD basis set.

Its LUMO energy is 0.1 eV. For the gap between HOMO and LUMO, the calculation gives 9.04 eV. The energy above the lowest of the compared OMol25 structures with the same formula, charge and spin comes out at 0.572 eV. The HOMO energy comes out at -0.328 hartree. As for the total energy: -26986.052 eV.

Last column: Löwdin charge in e.
Cartesian coordinates (Å):
N: 1.31 0.25 -0.77  0.065
C: 0.14 0.56 -0.08  -0.910
S: -0.13 1.98 0.63  0.693
C: -0.94 -0.54 0.35  -0.616
Cl: -1.38 -1.85 -0.82  0.503
H: 1.87 1.03 -0.66  0.033
H: 1.65 -0.71 -0.55  0.124
H: -0.72 -0.83 1.40  0.085
H: -1.80 0.10 0.52  0.022

10.
Below is an isolated molecule of C2H4ClO2P, with properties calculated with ωB97M-V with the def2-TZVPD basis set.

Its LUMO energy is 0.4 eV. For the gap between HOMO and LUMO, the calculation gives 9.54 eV. The energy above the lowest of the compared OMol25 structures with the same formula, charge and spin comes out at 0.419 eV. The HOMO energy comes out at -0.335 hartree. As for the total energy: -28045.191 eV.

Last column: Löwdin charge in e.
Cartesian coordinates (Å):
C: 0.92 1.04 0.55  0.017
C: -0.19 0.36 0.27  -0.269
O: -0.01 -0.60 -0.72  -0.487
P: -0.86 -2.05 -0.85  0.445
O: -2.36 -1.54 -1.17  -0.378
Cl: 0.03 -2.24 -2.64  0.284
H: 1.00 1.87 1.24  0.049
H: 1.93 0.64 0.12  0.108
H: -1.21 0.63 0.37  0.093
H: -3.19 -2.04 -0.76  0.138

11.
Below is an isolated molecule of C2H4ClO2PS, with properties calculated with ωB97M-V with the def2-TZVPD basis set.

Its LUMO energy is -2.1 eV. For the gap between HOMO and LUMO, the calculation gives 7.01 eV. The energy above the lowest of the compared OMol25 structures with the same formula, charge and spin comes out at 2.319 eV. The HOMO energy comes out at -0.335 hartree. As for the total energy: -38878.351 eV.

Last column: Löwdin charge in e.
Cartesian coordinates (Å):
C: 0.33 -0.89 0.47  -0.252
C: 0.96 0.53 0.83  -0.430
O: -1.01 -0.63 0.19  -0.361
O: 0.93 1.32 -0.19  -0.179
P: -1.38 0.41 -1.05  0.088
S: -3.18 1.01 -1.26  0.274
Cl: -0.61 -0.30 -2.77  0.321
H: 0.86 -1.32 -0.39  0.111
H: 0.42 -1.30 1.48  0.130
H: 0.58 1.02 1.82  0.140
H: 2.10 0.16 0.87  0.159

12.
Below is C2H4ClO4P as an isolated structure, with properties calculated with ωB97M-V with the def2-TZVPD basis set.

Its LUMO energy is 5.3 eV. For the gap between HOMO and LUMO, the calculation gives 7.52 eV. The energy above the lowest of the compared OMol25 structures with the same formula, charge and spin comes out at 3.001 eV. The total charge is -2. The HOMO energy comes out at -0.080 hartree. As for the total energy: -32142.208 eV.

Last column: Löwdin charge in e.
Cartesian coordinates (Å):
C: 0.76 0.35 0.36  -0.067
C: 0.52 -0.29 -0.94  -0.497
O: 1.01 0.13 -2.15  -0.141
O: -1.13 -1.17 -2.96  -0.341
O: -1.41 1.30 -2.11  -0.351
O: 0.65 -2.09 -0.56  -0.211
P: -0.74 -0.01 -2.16  0.375
Cl: -2.06 3.13 9.56  -1.000
H: 0.45 1.34 0.27  0.047
H: 0.02 -0.26 1.17  0.155
H: 1.78 0.20 0.67  0.065
H: 0.15 -2.62 -1.15  -0.033